(1)
Entry from the OMol25 dataset: one molecule with the formula C3H4N2OS2 (ωB97M-V/def2-TZVPD).

```
12
Properties=species:S:1:pos:R:3:mulliken_charge:R:1
C 0.195 0.863 0.566 0.006
C 1.343 0.209 0.805 -0.245
C -0.549 0.038 -0.403 0.490
H -1.157 2.062 2.051 0.155
H 2.176 0.456 1.451 0.441
H -0.100 -3.202 -1.450 0.155
H -2.034 1.086 -0.807 0.234
N 0.210 -1.156 -0.500 0.084
N -1.632 0.186 -1.040 -0.690
O 1.461 -0.960 0.159 -0.293
S -0.279 2.444 1.116 -0.228
S 0.366 -2.026 -1.949 -0.109
```

Values from the calculation:
- Electronic energy: -29871.293 eV
- 2S+1: 1
- Largest force on an atom: 0.60 eV Å⁻¹
- Highest occupied orbital energy: -8.865 eV
- ΔE to the lowest compared entry with this formula, charge and spin: 275.1 kJ/mol
- Frontier orbital gap: 9.47 eV

(2)
Entry from the OMol25 dataset: C3H4N2S as an isolated structure at a distorted geometry (ωB97M-V/def2-TZVPD).

```
10
Properties=species:S:1:pos:R:3:mulliken_charge:R:1
C 0.021 0.529 -0.911 -0.347
C 2.232 -1.063 0.842 0.355
C -2.145 0.462 0.113 -0.312
N -1.077 0.427 -0.560 0.031
N 1.975 0.072 0.547 -0.617
S 2.862 -2.419 1.272 -0.396
H 0.222 0.534 -1.952 0.311
H -2.752 1.304 -0.136 0.254
H -2.516 -0.341 0.862 0.237
H 1.178 0.495 -0.077 0.484
```

Values from the calculation:
- Electronic energy: -16987.198 eV
- 2S+1: 1
- Largest force on an atom: 6.33 eV Å⁻¹
- Highest occupied orbital energy: -8.471 eV
- ΔE to the lowest compared entry with this formula, charge and spin: 414.2 kJ/mol
- Frontier orbital gap: 8.25 eV

(3)
Entry from the OMol25 dataset: C3H4N2S as an isolated structure at a distorted geometry (ωB97M-V/def2-TZVPD).

```
10
Properties=species:S:1:pos:R:3:mulliken_charge:R:1
C -2.018 0.663 0.059 -0.686
C 1.554 -0.863 0.045 0.056
C 2.860 -0.134 0.125 0.223
H -2.939 0.075 -0.787 0.229
H -2.555 0.982 1.324 0.250
H -1.659 1.572 -0.527 0.289
H 1.328 -2.046 0.311 0.272
N 0.547 -0.041 -0.243 -0.294
N 3.866 0.448 -0.175 -0.396
S -0.985 -0.656 -0.132 0.057
```

Values from the calculation:
- Electronic energy: -16986.590 eV
- 2S+1: 1
- Largest force on an atom: 5.39 eV Å⁻¹
- Highest occupied orbital energy: -8.855 eV
- ΔE to the lowest compared entry with this formula, charge and spin: 472.9 kJ/mol
- Frontier orbital gap: 8.32 eV

(4)
Entry from the OMol25 dataset: one molecule with the formula C3H4N2S (ωB97M-V/def2-TZVPD).

```
10
Properties=species:S:1:pos:R:3:mulliken_charge:R:1
C -0.814 -0.085 -0.001 0.373
C 1.201 -0.788 -0.004 -0.342
C 1.293 0.574 -0.008 -0.222
H -2.758 -1.300 0.004 0.166
H 2.004 -1.479 0.007 0.409
H 2.128 1.264 0.000 0.366
H -0.341 1.957 0.015 0.142
N -0.114 -1.196 -0.004 -0.560
N -0.026 1.018 -0.004 -0.044
S -2.573 0.033 -0.005 -0.289
```

Values from the calculation:
- Electronic energy: -16991.145 eV
- 2S+1: 1
- Largest force on an atom: 0.90 eV Å⁻¹
- Highest occupied orbital energy: -8.316 eV
- ΔE to the lowest compared entry with this formula, charge and spin: 33.4 kJ/mol
- Frontier orbital gap: 9.07 eV

(5)
Entry from the OMol25 dataset: one molecule with the formula C3H4N2S at a distorted geometry (ωB97M-V/def2-TZVPD).

```
10
Properties=species:S:1:pos:R:3:mulliken_charge:R:1
C -1.343 0.610 0.613 -0.039
C 0.721 -0.597 0.056 -0.436
C 1.789 0.156 -0.694 0.319
H -0.742 0.888 1.485 0.199
H -1.104 -0.485 -1.045 0.223
H 0.902 -0.546 1.140 0.302
H 0.757 -1.616 -0.396 0.262
N -0.711 -0.271 -0.157 -0.161
N 2.588 0.662 -1.386 -0.358
S -2.858 1.199 0.382 -0.312
```

Values from the calculation:
- Electronic energy: -16990.185 eV
- 2S+1: 1
- Largest force on an atom: 2.92 eV Å⁻¹
- Highest occupied orbital energy: -8.869 eV
- ΔE to the lowest compared entry with this formula, charge and spin: 126.0 kJ/mol
- Frontier orbital gap: 9.18 eV

(6)
Entry from the OMol25 dataset: one molecule with the formula C3H4N2S2 at a distorted geometry (ωB97M-V/def2-TZVPD).

```
11
Properties=species:S:1:pos:R:3:mulliken_charge:R:1
C 0.584 -0.416 0.143 0.144
C 2.014 -0.642 -0.083 -0.392
C 3.212 -0.829 -0.123 0.290
H -1.438 2.530 0.333 0.138
H 0.894 1.100 1.459 0.310
H -2.267 0.037 0.311 0.114
H 4.253 -0.981 -0.125 0.416
N 0.223 0.776 0.788 -0.385
N -0.277 -1.243 -0.310 -0.413
S -0.318 1.997 -0.314 -0.132
S -1.928 -1.253 0.005 -0.090
```

Values from the calculation:
- Electronic energy: -27822.993 eV
- 2S+1: 1
- Largest force on an atom: 1.98 eV Å⁻¹
- Highest occupied orbital energy: -8.728 eV
- ΔE to the lowest compared entry with this formula, charge and spin: 366.3 kJ/mol
- Frontier orbital gap: 8.84 eV

(7)
Entry from the OMol25 dataset: an isolated ion of composition C3H4N3O4PS and charge -2 at a distorted geometry (ωB97M-V/def2-TZVPD).

```
16
Properties=species:S:1:pos:R:3:mulliken_charge:R:1
C -1.925 1.971 -0.499 -0.125
C -0.710 0.151 -0.608 0.140
C 0.362 0.759 1.638 -0.202
N -1.719 0.986 -1.325 -0.764
N -1.261 2.064 0.662 -1.208
N -0.453 0.971 0.712 0.860
O 1.559 -1.304 -1.954 -0.780
O 2.412 -1.106 0.496 -0.697
O 2.412 -3.389 -0.709 -0.721
O -1.249 -1.066 -0.266 -0.348
P 1.907 -1.987 -0.614 0.758
S -0.331 -2.204 0.524 -0.420
H -2.743 2.585 -0.805 0.403
H 0.214 -0.065 -1.043 0.564
H 0.391 1.560 2.414 0.261
H 1.132 0.074 1.375 0.280
```

Values from the calculation:
- Electronic energy: -35960.031 eV
- 2S+1: 1
- Largest force on an atom: 3.39 eV Å⁻¹
- Total charge: -2
- Highest occupied orbital energy: -0.319 eV
- Frontier orbital gap: 6.39 eV

(8)
Entry from the OMol25 dataset: C3H4N3OS as an isolated structure at a distorted geometry (ωB97M-V/def2-TZVPD).

```
12
Properties=species:S:1:pos:R:3:lowdin_spin:R:1
C -0.361 -1.474 -0.071 0.355
C -1.915 0.517 -0.005 -0.064
C -1.704 -0.878 0.018 0.080
N 0.621 -0.656 0.243 0.957
N -2.897 -1.490 0.024 0.360
N -0.647 1.977 0.171 0.102
O -3.897 -0.654 -0.052 0.146
S -3.532 0.961 0.079 -0.031
H -0.347 -2.526 -0.238 0.048
H 1.641 -0.874 0.248 0.042
H -0.007 1.233 0.569 0.007
H -0.197 2.035 -0.845 -0.002
```

Values from the calculation:
- Electronic energy: -20512.400 eV
- 2S+1: 3
- Largest force on an atom: 5.44 eV Å⁻¹
- Total charge: +1
- Highest occupied orbital energy (alpha / beta): -11.833 / -15.571 eV
- Expectation value of S²: 2.06
- ΔE to the lowest compared entry with this formula, charge and spin: 69.6 kJ/mol
- Frontier orbital gap (alpha / beta): 5.54 / 7.26 eV

(9)
Entry from the OMol25 dataset: an isolated ion of composition C3H4N3S and charge +1 at a distorted geometry (ωB97M-V/def2-TZVPD).

```
11
Properties=species:S:1:pos:R:3:mulliken_charge:R:1
C -2.016 1.438 -0.234 -0.092
C -2.696 0.119 0.032 0.276
C 0.684 -0.700 0.064 -0.573
N -0.768 1.228 -0.298 -0.627
N -1.699 -0.759 0.259 -0.501
N -0.572 -0.109 0.008 0.979
S -4.259 -0.375 0.065 0.074
H -2.521 2.294 -0.321 0.534
H 0.855 -1.667 -0.559 0.302
H 1.029 -1.186 1.014 0.312
H 1.370 0.031 -0.345 0.316
```

Values from the calculation:
- Electronic energy: -18470.079 eV
- 2S+1: 1
- Largest force on an atom: 5.97 eV Å⁻¹
- Total charge: +1
- Highest occupied orbital energy (alpha / beta): -15.157 / -15.172 eV
- ΔE to the lowest compared entry with this formula, charge and spin: 190.7 kJ/mol
- Frontier orbital gap (alpha / beta): 6.61 / 6.61 eV

(10)
Entry from the OMol25 dataset: one molecule with the formula C3H4N4 at a distorted geometry (ωB97M-V/def2-TZVPD).

```
11
Properties=species:S:1:pos:R:3:mulliken_charge:R:1
C 1.617 0.232 0.305 0.093
C -0.903 0.829 -0.105 -0.186
C -1.995 0.029 -0.075 -0.215
H 2.224 -1.453 -0.494 0.292
H 1.648 1.275 0.914 0.287
H -0.361 1.764 -0.411 0.313
H -2.963 0.488 -0.260 0.363
N 2.632 -0.582 -0.260 -0.514
N 0.165 -0.134 0.132 0.411
N -1.671 -1.172 0.052 -0.362
N -0.394 -1.276 0.202 -0.482
```

Values from the calculation:
- Electronic energy: -9132.130 eV
- 2S+1: 1
- Largest force on an atom: 8.70 eV Å⁻¹
- Highest occupied orbital energy: -10.125 eV
- ΔE to the lowest compared entry with this formula, charge and spin: 456.1 kJ/mol
- Frontier orbital gap: 9.70 eV